Below is the molecule C11H12N2O at a distorted geometry, with properties calculated with ωB97M-V/def2-TZVPD.

- Energy above the lowest of the compared OMol25 structures with the same formula, charge and spin: 83.9 kcal/mol
- F_max: 2.79 eV/A
- Energy: -611.00955 Eh
- Lowest unoccupied orbital energy: 0.29 eV
- Highest occupied orbital energy: -9.328 eV

Atoms and positions in Å:
1 C 4.20 1.25 -2.21
2 C 3.37 0.78 -1.47
3 N 1.11 0.21 -1.11
4 N 0.35 -0.67 0.93
5 O 1.87 -1.13 2.63
6 C 0.16 -0.30 -0.34
7 C 2.36 0.24 -0.64
8 C 1.61 -0.73 1.38
9 C 2.69 -0.32 0.61
10 C 0.73 -1.35 3.48
11 C -1.21 -0.53 -0.93
12 C -2.81 1.50 -1.69
13 C -3.65 0.38 -1.07
14 C -2.20 0.59 -0.61
15 H 5.00 1.62 -2.81
16 H 3.70 -0.31 0.94
17 H 0.02 -0.48 3.44
18 H 0.20 -2.29 3.20
19 H 1.03 -1.41 4.49
20 H -1.62 -1.45 -0.52
21 H -1.11 -0.67 -1.99
22 H -2.57 1.41 -2.76
23 H -3.00 2.51 -1.36
24 H -4.39 0.61 -0.31
25 H -3.84 -0.49 -1.67
26 H -2.02 1.03 0.36

Below is the molecule C11H12N2O2 at a distorted geometry, with properties calculated with ωB97M-V/def2-TZVPD.

- Energy above the lowest of the compared OMol25 structures with the same formula, charge and spin: 4.6 kcal/mol
- F_max: 1.21 eV/A
- Energy: -686.39648 Eh
- Lowest unoccupied orbital energy: 0.68 eV
- Highest occupied orbital energy: -7.828 eV

Atoms and positions in Å:
1 C -2.45 0.34 -0.26
2 C -3.68 -0.57 -0.17
3 C -1.25 -0.32 0.38
4 C 0.06 0.38 0.14
5 C 0.28 1.71 -0.10
6 C 1.35 -0.26 0.10
7 C 2.31 0.75 -0.16
8 C 1.79 -1.58 0.28
9 C 3.69 0.47 -0.25
10 C 3.13 -1.87 0.21
11 C 4.07 -0.85 -0.07
12 H -2.90 1.53 1.30
13 H -3.59 2.03 -0.11
14 H -2.26 0.48 -1.31
15 H -1.18 -1.33 0.00
16 H -1.43 -0.45 1.47
17 H -0.45 2.54 -0.14
18 H 2.05 2.83 -0.46
19 H 1.07 -2.38 0.49
20 H 4.40 1.26 -0.46
21 H 3.49 -2.88 0.30
22 H 5.12 -1.09 -0.14
23 H -4.30 -2.28 -0.66
24 N -2.71 1.65 0.31
25 N 1.63 1.94 -0.28
26 O -4.73 -0.27 0.34
27 O -3.48 -1.77 -0.76

Below is a cluster of 2 separate species, C11H12NO2 in total at a distorted geometry, with properties calculated with ωB97M-V/def2-TZVPD.

- Energy above the lowest of the compared OMol25 structures with the same formula, charge and spin: 14.9 kcal/mol
- F_max: 2.38 eV/A
- Energy: -631.67399 Eh
- Charge: -1
- Lowest unoccupied orbital energy: 3.19 eV
- Highest occupied orbital energy: -4.455 eV

Atoms and positions in Å:
1 C 0.46 0.86 3.17
2 C 0.99 -0.17 0.82
3 C -0.92 0.30 -0.24
4 C 0.22 0.52 1.74
5 C -1.02 0.79 1.08
6 C -1.89 0.42 -1.21
7 C -3.07 1.05 -0.82
8 C -2.26 1.35 1.43
9 C -3.32 1.45 0.49
10 N 0.35 -0.26 -0.37
11 H 0.55 -0.77 -1.24
12 H 2.03 -0.36 1.01
13 H -1.68 0.23 -2.25
14 H -0.34 1.51 3.54
15 H 1.47 1.24 3.30
16 H -3.83 1.10 -1.59
17 H -2.39 1.62 2.47
18 H -4.24 1.85 0.90
19 H 0.36 -0.05 3.80
20 C 3.06 -1.28 -2.10
21 C 2.10 -2.46 -2.40
22 O 0.85 -2.23 -2.45
23 O 2.64 -3.54 -2.72
24 H 2.44 -0.38 -2.09
25 H 3.70 -1.24 -2.98
26 H 3.74 -1.53 -1.29

Below is the molecule C11H12O at a distorted geometry, with properties calculated with ωB97M-V/def2-TZVPD.

- Energy above the lowest of the compared OMol25 structures with the same formula, charge and spin: 25.8 kcal/mol
- F_max: 3.70 eV/A
- Energy: -501.53683 Eh
- Lowest unoccupied orbital energy: 1.02 eV
- Highest occupied orbital energy: -8.395 eV

Atoms and positions in Å:
1 C -4.11 -0.27 0.27
2 C -1.73 -0.25 -0.19
3 C -1.56 1.11 -0.08
4 C -0.27 1.67 -0.09
5 C 0.83 0.86 -0.16
6 C 2.27 1.28 -0.12
7 C 2.98 -0.12 -0.20
8 C 2.68 -1.24 0.81
9 C 1.95 -1.21 -0.53
10 C 0.68 -0.52 -0.40
11 C -0.63 -1.10 -0.36
12 H -3.99 -0.02 1.29
13 H -4.88 -1.14 0.21
14 H -4.58 0.62 -0.25
15 H -2.40 1.79 0.15
16 H -0.20 2.75 0.07
17 H 2.51 1.81 0.79
18 H 2.56 1.87 -1.01
19 H 3.94 -0.10 -0.71
20 H 3.49 -1.95 0.97
21 H 2.05 -0.88 1.65
22 H 2.18 -1.93 -1.30
23 H -0.78 -2.15 -0.45
24 O -3.00 -0.88 -0.35

Below is the molecule C11H12O3, with properties calculated with ωB97M-V/def2-TZVPD.

- Energy above the lowest of the compared OMol25 structures with the same formula, charge and spin: 22.1 kcal/mol
- F_max: 0.59 eV/A
- Energy: -652.06145 Eh
- Lowest unoccupied orbital energy: 0.82 eV
- Highest occupied orbital energy: -8.521 eV

Atoms and positions in Å:
1 C -3.94 -0.87 0.63
2 C -3.20 0.47 0.73
3 C -2.36 0.72 -0.50
4 O -2.79 1.31 -1.46
5 C -0.96 0.21 -0.43
6 C 0.07 1.12 -0.24
7 C 1.39 0.70 -0.15
8 C 1.69 -0.65 -0.31
9 C 0.66 -1.57 -0.50
10 C -0.65 -1.14 -0.55
11 H -1.44 -1.86 -0.72
12 H 0.92 -2.61 -0.62
13 O 2.98 -1.12 -0.30
14 C 3.94 -0.10 -0.44
15 C 3.60 1.08 0.46
16 H 4.33 1.88 0.38
17 O 2.36 1.64 0.09
18 H 3.55 0.74 1.50
19 H 4.90 -0.54 -0.18
20 H 3.97 0.25 -1.49
21 H -0.14 2.18 -0.14
22 H -3.93 1.27 0.81
23 H -2.56 0.47 1.62
24 H -3.24 -1.70 0.66
25 H -4.50 -0.91 -0.30
26 H -4.64 -0.97 1.46

Below is a cluster of 2 separate species, C11H12S2 in total at a distorted geometry, with properties calculated with ωB97M-V/def2-TZVPD.

- Energy above the lowest of the compared OMol25 structures with the same formula, charge and spin: 44.5 kcal/mol
- F_max: 4.18 eV/A
- Energy: -1222.58340 Eh
- Lowest unoccupied orbital energy (spin up / spin down): 0.16 / 0.16 eV
- Highest occupied orbital energy (spin up / spin down): -8.124 / -8.123 eV

Atoms and positions in Å:
1 C -2.81 -2.10 0.83
2 C 2.59 -1.59 1.08
3 C -1.50 -1.64 0.69
4 C 1.48 -0.62 1.17
5 C -3.76 -1.25 0.34
6 C 3.04 -1.75 -0.22
7 C -1.42 -0.47 -0.04
8 C 1.20 -0.06 -0.05
9 C -0.01 2.14 0.61
10 C 0.24 1.32 -1.86
11 C 0.26 1.00 -0.37
12 S -3.04 0.10 -0.43
13 S 2.24 -0.71 -1.32
14 H -3.06 -3.05 1.44
15 H 2.83 -2.27 1.87
16 H -0.59 -2.17 1.18
17 H 0.83 -0.34 1.95
18 H -4.73 -1.55 0.24
19 H 3.90 -2.19 -0.58
20 H -0.79 1.88 1.34
21 H 0.96 2.27 1.18
22 H -0.19 3.09 -0.03
23 H 0.87 2.23 -1.98
24 H 0.63 0.53 -2.53
25 H -0.69 1.79 -2.24